[1]
C8H16Cl6N2O2 | ωB97M-V with the def2-TZVPD basis set

HOMO-LUMO gap   9.4 eV
SMILES string   ClC(Cl)Cl.ClC(Cl)Cl.CN(C)C=O.CN(C)C=O
Net charge   0
Relative energy (zero: lowest compared OMol25 entry of this formula, charge and spin)   29.5 kcal/mol

Geometry (Å):
H -6.86 -2.34 2.58
C 6.32 4.83 -3.60
H -1.42 -1.30 -2.75
N -0.09 0.16 -3.22
C -6.09 -2.89 3.13
C 5.49 -0.39 3.10
C 0.39 1.20 -4.17
Cl 5.54 6.10 -2.54
H -5.87 -3.80 2.57
H 1.07 0.75 -4.89
H -0.46 1.54 -4.75
H -5.86 -0.48 4.43
C -3.71 -2.15 2.74
O -3.56 -2.88 1.72
H 7.37 4.74 -3.31
H -4.90 -1.61 5.45
H -2.90 -1.62 3.27
H 0.63 -1.06 -1.51
H -4.01 -0.45 4.60
H 1.58 0.36 -2.00
Cl 5.49 3.24 -3.44
N -4.85 -1.98 3.44
C 0.95 -0.45 -2.36
H 0.77 2.06 -3.62
Cl 6.54 5.32 -5.33
Cl 3.80 -0.17 3.32
O -2.22 0.01 -4.10
Cl 6.38 0.97 3.81
C -1.34 -0.35 -3.31
H -6.53 -3.16 4.09
C -4.93 -1.04 4.52
Cl 5.92 -0.72 1.44
H 1.59 -1.12 -2.93
H 5.77 -1.30 3.62

***

[2]
C8H16Cl8N2O6V | ωB97M-V with the def2-TZVPD basis set

HOMO-LUMO gap (alpha / beta)   3.9 / 2.8 eV
<S²>   4.02
Net charge   +2
2S+1   4

Geometry (Å):
C -29.29 30.00 -4.11
C -25.33 30.31 -1.15
H -23.77 31.53 -2.09
H -28.04 31.36 -5.22
H -24.13 30.16 -3.01
V -24.78 26.44 -4.87
Cl -29.73 22.73 -1.67
C -28.97 31.40 -4.65
H -30.18 28.25 -1.68
Cl -27.72 22.94 -5.58
N -26.78 27.22 -3.12
Cl -31.00 27.30 0.18
C -24.08 30.49 -1.97
Cl -26.60 31.45 -1.68
N -23.19 25.45 -2.09
O -25.92 27.91 -3.71
C -28.35 22.53 -3.92
C -29.20 23.56 -3.20
H -25.02 30.54 -0.13
H -28.60 24.44 -2.98
C -30.66 27.28 -1.53
Cl -30.29 31.87 -5.84
H -32.68 27.77 -2.29
Cl -22.72 29.66 -1.34
H -29.83 26.57 -1.53
H -25.70 29.29 -1.14
H -30.30 30.05 -3.70
H -28.99 32.18 -3.89
H -30.06 23.88 -3.78
O -23.65 26.10 -3.06
C -31.94 26.97 -2.23
H -27.39 22.35 -3.44
H -28.55 29.92 -3.31
O -27.61 27.59 -2.33
H -32.37 26.09 -1.75
O -23.60 25.58 -0.96
O -26.68 26.12 -3.64
Cl -29.27 28.74 -5.29
H -28.89 21.58 -3.96
Cl -31.46 26.51 -3.95
O -22.33 24.58 -2.37

***

[3]
C8H16ClF | ωB97M-V with the def2-TZVPD basis set

HOMO-LUMO gap   10.7 eV
SMILES string   CC(C)[C@](F)(Cl)C(C)(C)C
Net charge   0
Relative energy (zero: lowest compared OMol25 entry of this formula, charge and spin)   0.0 kcal/mol

Geometry (Å):
C -1.68 -0.57 1.78
C -0.57 -0.89 0.75
C 0.55 1.13 -0.98
H 0.18 3.33 -0.84
C 0.47 -1.78 1.34
H 0.76 -1.24 2.24
Cl 1.20 1.20 1.82
C 1.49 0.24 -1.79
C -1.30 -1.44 -0.45
H 0.06 -2.64 1.75
H -0.61 -1.60 -1.21
F -0.95 1.64 0.59
C 0.93 2.63 -1.15
H 1.83 2.79 -0.56
H -0.47 1.01 -1.53
H 1.23 -0.70 -1.31
H 1.12 2.78 -2.17
C 0.14 0.78 0.42
H -1.31 -0.18 2.72
H -1.87 -0.74 -0.86
H 1.14 0.02 -2.76
H -2.01 -1.55 1.94
H 1.33 -2.17 0.83
H 2.59 0.32 -1.77
H -1.87 -2.39 -0.09
H -2.41 0.05 1.29

***

[4]
C8H16ClOP | ωB97M-V with the def2-TZVPD basis set

HOMO-LUMO gap   9.3 eV
Net charge   0
Relative energy (zero: lowest compared OMol25 entry of this formula, charge and spin)   32.1 kcal/mol

Geometry (Å):
Cl -2.32 0.30 -1.96
C -1.49 -2.75 1.39
H 0.07 -2.32 -1.57
H -1.13 1.05 0.50
C 2.48 1.02 -1.00
C -3.03 2.17 0.86
H -1.02 -3.42 2.03
H -2.47 -2.45 1.89
H -0.05 -0.10 -1.08
C -2.13 1.00 1.03
O -4.09 -0.67 0.06
C 2.05 -0.48 -0.88
H -3.95 1.86 1.35
C 0.64 -0.67 -0.45
H -1.98 0.90 2.06
H 0.80 -2.71 0.23
H -3.16 2.47 -0.16
H 0.49 -0.11 0.52
H 1.79 1.50 -1.64
P -2.66 -0.39 -0.12
C -1.08 -2.18 0.29
H 2.75 -0.97 -0.29
H 1.99 -0.97 -1.93
H -2.68 2.95 1.51
C 0.15 -2.08 -0.50
H 3.43 1.10 -1.51
H 2.44 1.51 -0.01

***

[5]
C8H16InO4 | ωB97M-V with the def2-TZVPD basis set

HOMO-LUMO gap (alpha / beta)   7.9 / 9.0 eV
<S²>   0.75
Net charge   +2
2S+1   2
Relative energy (zero: lowest compared OMol25 entry of this formula, charge and spin)   0.5 kcal/mol

Geometry (Å):
In -0.86 -0.26 -0.57
C 0.46 -2.81 0.51
H -0.15 -1.63 2.78
H -1.18 2.42 0.97
H 2.28 -0.89 -0.03
H 1.48 2.25 -2.40
O -2.48 0.67 -0.78
C -1.75 1.56 1.34
H 1.26 -0.95 -2.94
H -2.08 1.75 2.37
H -3.51 2.12 0.29
C -2.91 1.20 0.42
O -0.86 0.42 1.32
H 2.56 0.06 -2.24
H 1.50 -0.85 3.28
H 0.65 1.33 2.41
H -0.29 2.28 -2.10
C 0.54 1.67 -2.46
C 0.17 0.37 2.23
H -3.56 0.47 0.96
H 2.35 -2.27 -1.19
C 1.60 -0.44 -2.03
C 0.59 -0.83 2.68
H 1.39 -2.93 1.08
O 0.47 -1.80 -0.43
H -0.43 -3.43 0.54
C 1.78 -1.39 -0.88
O 0.63 0.53 -1.62
H 0.36 1.36 -3.50

***

[6]
C8H16N2 | ωB97M-V with the def2-TZVPD basis set

HOMO-LUMO gap   9.5 eV
SMILES string   Cc1c[nH]cn1.CC(C)C
Net charge   0
Relative energy (zero: lowest compared OMol25 entry of this formula, charge and spin)   58.7 kcal/mol

Geometry (Å):
C 0.93 1.06 2.01
C 0.61 -3.28 -0.59
H 0.94 -0.06 2.37
N 0.01 1.84 -0.19
H 2.78 -1.51 0.43
C -0.07 -1.19 -1.79
H 0.98 1.70 2.79
H -0.99 -0.87 -1.55
H -2.11 0.34 2.03
C 2.32 -1.28 -0.57
H -3.16 1.60 0.14
H 0.38 -1.43 0.43
H 2.70 -1.95 -1.31
H 0.54 -3.86 -1.58
H 0.51 -0.50 -2.47
H 1.55 -3.65 0.02
H -1.62 2.18 -1.73
C -0.22 1.31 1.08
C 0.75 -1.72 -0.55
H -0.08 -2.03 -2.54
N -2.21 1.69 0.27
H -0.15 -3.53 0.05
C -1.54 1.04 1.32
H 1.89 0.98 1.43
H 2.31 -0.26 -0.69
C -1.28 2.09 -0.64

***

[7]
C8H16N2 | ωB97M-V with the def2-TZVPD basis set

HOMO-LUMO gap (alpha / beta)   6.8 / 6.2 eV
<S²>   2.01
Net charge   0
2S+1   3
Relative energy (zero: lowest compared OMol25 entry of this formula, charge and spin)   0.0 kcal/mol

Geometry (Å):
H -0.47 -1.94 0.83
H -0.10 0.79 3.81
C 0.08 0.15 -0.92
H 1.38 -1.49 -1.23
H 1.18 1.93 -1.58
C -1.41 0.57 -1.09
C 0.53 1.06 2.85
H -1.38 1.65 -1.44
C 0.59 0.38 0.48
H 1.80 0.59 -2.28
H -0.03 -1.69 -2.29
N -1.41 -0.04 1.80
H 2.48 0.29 -0.06
N 1.82 0.52 0.67
H -1.93 0.07 2.61
C -0.58 -2.20 -0.31
H -1.96 0.45 -0.09
C 0.93 1.03 -1.92
C -0.21 0.35 1.75
H 0.36 2.21 2.74
H 1.50 0.61 2.86
C 0.30 -1.31 -1.38
H 0.30 1.17 -2.79
H -1.72 -2.07 -0.45
H -0.20 -3.19 -0.59
H -1.86 0.10 -2.00

***

[8]
C8H16N2O | ωB97M-V with the def2-TZVPD basis set

HOMO-LUMO gap (alpha / beta)   9.0 / 9.0 eV
SMILES string   C/N=C(\C)[C@H](C)[N+]([O-])=C(C)C
Net charge   0
Relative energy (zero: lowest compared OMol25 entry of this formula, charge and spin)   104.6 kcal/mol

Geometry (Å):
H -0.43 -2.24 1.32
C -0.93 -0.95 -0.25
C -1.13 -1.36 -2.65
H 1.02 2.75 -0.30
H -0.99 2.08 1.22
C 2.47 0.98 2.00
H -1.43 1.71 -0.36
H -0.17 -3.18 -0.17
H -1.37 -0.70 -3.52
H -1.95 -2.03 -2.65
H 3.37 1.19 1.62
C -1.58 1.40 0.61
H -2.72 1.43 0.97
H -1.63 -0.34 1.85
C -0.83 -2.38 0.29
H 2.53 0.10 2.58
C 1.21 1.65 -0.30
O 0.54 -0.69 2.49
H 0.51 1.13 -1.05
C -1.02 0.03 0.91
H 2.31 1.51 -0.73
H 2.22 1.86 2.74
C 1.29 0.94 1.03
N -1.17 -0.51 -1.46
H -0.26 -1.82 -2.79
N 0.38 0.08 1.47
H -1.89 -2.84 0.36

***

How do the records compare in total energy? In the order shown, they have -90763.8488; -149654.9276; -23793.7843; -32412.3971; -21897.0816; -11533.4389; -11529.4768; -13579.0059 eV.
How do the records compare in molecular weight? In the order shown, they have 384.95; 570.79; 166.67; 194.64; 291.03; 140.23; 140.23; 156.23 g mol⁻¹.